Entry from the OMol25 dataset: a gas-phase ion, C9H15ClNO (charge +1) at a distorted geometry (ωB97M-V with the def2-TZVPD basis set).

Last column: Mulliken charge in e.
Cartesian coordinates (Å):
C  1.375  0.256  -1.604  -1.305
C  -1.654  1.014  0.121  -0.744
C  -2.665  0.228  -0.773  -0.352
C  -1.204  -1.524  -1.043  -1.129
C  0.894  -0.227  -0.283  -0.338
C  -0.230  -1.150  0.099  1.561
C  2.223  0.282  -0.264  1.160
C  0.121  -2.181  1.191  -1.592
C  2.476  1.758  0.267  -1.058
N  -0.548  0.235  0.603  -0.115
O  -2.535  -1.152  -0.579  -0.427
Cl  3.489  -0.917  -0.036  -0.174
H  1.629  -0.563  -2.305  0.273
H  1.226  1.229  -2.025  0.243
H  -1.359  1.873  -0.419  0.327
H  -2.123  1.424  0.963  0.484
H  -3.720  0.431  -0.600  0.373
H  -2.364  0.622  -1.840  0.263
H  -0.994  -0.924  -1.907  0.498
H  -1.355  -2.537  -1.336  0.396
H  0.623  -2.965  0.710  0.431
H  -0.799  -2.356  1.725  0.417
H  0.865  -1.806  1.834  0.422
H  2.365  2.457  -0.533  0.320
H  3.540  1.912  0.685  0.367
H  1.740  1.819  1.149  0.264
H  -0.469  0.264  1.702  0.434

## Properties
Total charge: +1
Relative energy (zero: lowest compared OMol25 entry of this formula, charge and spin) in eV: 2.540
Structure (SMILES): C[C@]1(Cl)C[C@]12[N@H+]1CCOC[C@]12C
HOMO level in eV: -14.0890
HOMO-LUMO gap in eV: 10.65


Entry from the OMol25 dataset: a single C4H9N3O molecule at a distorted geometry (ωB97M-V with the def2-TZVPD basis set).

Last column: Mulliken charge in e.
Cartesian coordinates (Å):
C  3.137  0.163  0.016  -0.756
C  1.076  -0.945  -0.152  -0.045
C  -1.206  -0.346  0.015  0.602
C  -1.029  1.116  -0.038  -1.041
H  3.360  1.159  -0.337  0.258
H  3.511  -0.610  -0.671  0.314
H  3.623  -0.021  0.958  0.260
H  1.609  -1.809  -0.599  0.302
H  -1.945  1.571  -0.331  0.458
H  -0.314  1.360  -0.790  0.334
H  -0.764  1.424  0.999  0.201
H  -2.675  -1.716  0.048  0.316
H  -3.832  0.467  0.535  0.346
N  1.665  0.084  0.242  -0.355
N  -0.297  -1.237  -0.015  -0.595
N  -2.485  -0.757  0.364  -0.149
O  -3.434  0.096  -0.245  -0.449

## Properties
Relative energy (zero: lowest compared OMol25 entry of this formula, charge and spin) in eV: 3.171
Structure (SMILES): C/N=C/N=C(\C)NO
HOMO level in eV: -9.1601
HOMO-LUMO gap in eV: 9.96


> What is the formula in the first record?

C9H15ClNO